Molecular formula: C5H12N3O2P
Method: DFT, ωB97M-V/def2-TZVPD

XYZ file:
```
23
Properties=species:S:1:pos:R:3
C -2.175 0.172 -0.207
C 0.869 -0.282 1.843
C 2.273 -0.561 1.372
C 0.997 1.792 -0.136
C 0.048 -0.400 0.619
N -3.316 -0.525 -0.501
N -2.154 1.477 -0.581
N -1.274 -0.388 0.589
O 3.732 1.487 0.401
O 2.609 -0.088 -1.274
P 2.371 0.744 -0.083
H 0.647 -1.124 2.459
H 0.821 0.694 2.361
H 3.141 -0.583 2.101
H 2.371 -1.481 0.895
H 0.553 1.847 -1.100
H 0.947 2.681 0.384
H 0.478 -0.734 -0.317
H -3.939 -0.182 -1.154
H -3.503 -1.466 -0.148
H -2.841 1.856 -1.182
H -1.214 1.861 -0.609
H 4.527 1.056 0.022
```

## Properties
HOMO energy: -7.54 eV
LUMO level: 0.38 eV
calculated total energy: -853.7761 a.u.
energy relative to the best compared isomer or geometry (same formula, charge and spin): 73.2 kcal per mole